No. 1
The following is a quantum chemistry calculation of 2 unconnected molecules or ions with the total composition C4H11NO3 at a distorted geometry, from OMol25.

The value obtained for the HOMO-LUMO gap is 9.466 eV. The SMILES is CC(=O)NCCO.O. Its spin multiplicity is 1. Its calculated total energy is -11957.229 eV. As for the charge: 0.

Last column: Löwdin charge in e.
Geometry (Å):
C -0.48357 -1.76541 1.47388  -0.018
C -0.73342 -1.38822 0.07665  -0.561
N -0.10471 -0.34678 -0.52092  0.033
C 0.91851 0.37602 0.26919  -0.115
C 0.02931 1.59066 0.96978  -0.257
O -0.10522 2.43166 -0.10038  -0.089
O -1.66600 -1.84523 -0.57970  0.015
H 0.53775 -2.07771 1.61380  0.082
H -0.80140 -0.99043 2.20884  0.102
H -1.17457 -2.55895 1.74902  0.089
H -0.39787 -0.17223 -1.50740  0.126
H 1.20219 -0.10153 1.26151  0.105
H 1.81224 0.70906 -0.30592  0.124
H 0.72952 2.14329 1.74350  0.137
H -0.89375 1.41115 1.46158  0.096
H -1.02362 2.55874 -0.37080  0.098
H 0.41220 -0.62272 -3.58925  0.111
H 0.58566 0.71761 -2.76134  0.063
O 1.15672 -0.06899 -3.09204  -0.141

Force components x, y, z for each atom (eV/Å):
C -0.67 -0.23 1.49
C -2.32 1.26 -2.40
N 1.98 -0.34 1.17
C -2.40 1.11 2.70
C 5.17 0.44 -0.15
O -1.30 2.14 -1.80
O -0.17 -1.18 0.39
H 0.33 -0.04 0.41
H 0.75 -0.02 -0.69
H 0.22 -0.40 -0.43
H 0.76 -0.25 1.78
H 0.15 -0.59 -1.97
H -0.97 0.07 0.52
H -1.24 -1.08 -1.14
H -0.74 -1.12 0.32
H 0.24 -0.03 0.27
H 2.52 1.56 1.44
H 1.76 -1.62 -0.97
O -4.06 0.32 -0.94



No. 2
The following is a quantum chemistry calculation of 3 unconnected molecules or ions with the total composition C4H11NO3 at a distorted geometry, from OMol25.

The value obtained for the HOMO-LUMO gap (spin up / spin down) is 7.199 / 7.194 eV. Its spin multiplicity is 1. Its calculated total energy is -11953.935 eV. As for the charge: 0.

Last column: Löwdin charge in e.
Geometry (Å):
C -1.51150 -0.17553 -0.04470  -0.611
C -1.19908 -0.16400 1.42724  -0.009
C -0.13420 1.19868 -0.79130  -0.014
O -1.36578 -1.29542 -0.71831  0.023
O -2.66156 0.47243 -0.33320  0.060
H -0.38927 -1.68138 -0.50960  0.073
H -2.94174 0.19858 -1.21866  0.128
H -1.89285 -0.84413 1.92914  0.097
H -0.18845 -0.52857 1.59532  0.068
H -1.33375 0.83531 1.83085  0.089
H -0.65745 1.95921 -0.21287  0.026
H 0.91404 1.47592 -0.78449  -0.007
H -0.44615 1.14207 -1.83002  0.032
C 2.61412 -0.14425 -0.00232  -0.083
N 1.45123 -0.68306 -0.70992  -0.054
O 0.97873 -1.67895 -0.08710  -0.078
H 2.46200 -0.09470 1.07962  0.093
H 3.44262 -0.82584 -0.21118  0.094
H 2.85905 0.83362 -0.40849  0.072

Force components x, y, z for each atom (eV/Å):
C 1.86 1.49 -0.10
C -0.30 -0.19 -0.08
C -1.50 -0.37 0.66
O 1.03 -1.27 -0.04
O -0.05 -0.02 -0.11
H -1.77 0.60 -0.53
H 0.08 0.03 0.07
H -0.02 0.00 0.04
H 0.00 0.10 0.05
H 0.09 0.02 0.00
H -0.11 0.27 -0.33
H 0.13 -0.33 0.29
H -0.20 0.10 -0.04
C 0.11 0.15 0.10
N -0.65 -2.35 1.07
O 1.49 1.92 -0.90
H -0.09 -0.08 -0.14
H -0.07 -0.05 -0.02
H -0.03 -0.03 -0.01



No. 3
The following is a quantum chemistry calculation of 4 unconnected molecules or ions with the total composition C4H11NO3 at a distorted geometry, from OMol25.

The value obtained for the HOMO-LUMO gap is 9.483 eV. The SMILES is c1cc[nH]c1.O.O.O. Its spin multiplicity is 1. Its calculated total energy is -11958.714 eV. As for the charge: 0.

Last column: Löwdin charge in e.
Geometry (Å):
C 0.11696 -0.40052 0.95410  -0.126
C 0.19503 -1.73285 1.24978  -0.152
N 1.10938 -2.29035 0.43139  0.002
C 1.62350 -1.34029 -0.41260  -0.144
C 1.06422 -0.11167 -0.14904  -0.098
H -0.44844 0.37245 1.43623  0.077
H -0.38457 -2.28253 2.01267  0.125
H 1.38909 -3.25316 0.45322  0.147
H 2.36394 -1.71491 -1.10226  0.108
H 1.46023 0.84008 -0.60913  0.108
H -2.56214 2.24030 0.18504  0.070
H -1.92347 1.19633 -0.61309  0.027
O -1.67368 1.91243 -0.00436  -0.058
H 1.16235 2.47701 0.95447  0.033
H -0.02106 2.64226 0.05975  -0.018
O 0.90973 2.91134 0.12762  -0.090
H -1.37803 -0.09821 -2.29731  0.051
H -1.13200 -0.72292 -1.01213  0.010
O -1.87105 -0.64480 -1.66437  -0.073

Force components x, y, z for each atom (eV/Å):
C 1.17 1.17 -1.14
C -1.13 0.40 1.09
N 0.14 -0.18 -0.34
C 0.33 -0.57 -0.08
C 0.30 -0.59 0.48
H -0.33 -0.17 0.19
H 0.65 0.27 -0.70
H -0.03 -0.03 -0.11
H 0.09 0.52 -0.17
H -1.10 -1.21 0.75
H 0.26 0.47 0.34
H 0.51 -0.30 -0.02
O -1.13 -0.22 -0.35
H 0.22 0.23 -0.18
H -0.03 0.19 -0.24
O -0.03 -0.07 0.48
H -0.49 -0.22 -0.42
H -0.76 -0.45 -0.04
O 1.37 0.74 0.47



No. 4
The following is a quantum chemistry calculation of 2 unconnected molecules or ions with the total composition C4H11NO3 at a distorted geometry, from OMol25.

The value obtained for the HOMO-LUMO gap is 9.585 eV. Its spin multiplicity is 1. Its calculated total energy is -11959.237 eV. As for the charge: 0.

Last column: Löwdin charge in e.
Geometry (Å):
O 1.64855 -0.34108 0.19222  -0.068
C 1.42917 0.64925 0.94129  -0.705
O 0.42690 1.41184 0.84426  -0.073
C 2.45242 1.00855 1.98431  -0.019
H 3.19872 0.22505 2.08065  0.071
H 2.99755 1.88832 1.63041  0.082
H 1.99758 1.25747 2.93724  0.076
C -1.83171 -1.14782 -0.17750  -0.246
O -2.42555 0.01032 0.39241  -0.062
C -1.36766 -0.87600 -1.59049  -0.150
N -0.23360 0.08392 -1.58165  0.144
H -2.57517 -1.94273 -0.20366  0.122
H -0.99960 -1.48816 0.44833  0.127
H -1.71500 0.55782 0.77967  0.072
H -1.03856 -1.81453 -2.04404  0.128
H -2.17844 -0.45793 -2.18393  0.126
H 0.59577 -0.30866 -0.99603  0.098
H -0.47331 0.89256 -0.97238  0.128
H 0.09194 0.39182 -2.48111  0.149

Force components x, y, z for each atom (eV/Å):
O -0.03 -0.47 -0.43
C -0.65 0.70 -0.08
O -0.26 -0.41 -0.19
C 0.67 -0.03 -0.15
H -0.09 -0.17 0.18
H -0.18 0.08 0.04
H -0.09 -0.02 0.03
C 0.06 0.45 0.46
O 0.38 0.07 -0.01
C 0.12 -0.30 -0.41
N -0.24 -0.18 1.09
H -0.11 0.05 -0.01
H 0.03 -0.05 -0.15
H -0.16 -0.20 -0.03
H 0.07 0.16 -0.07
H -0.06 0.00 0.03
H 0.30 0.25 0.36
H 0.31 -0.04 -0.23
H -0.06 0.11 -0.44



No. 5
The following is a quantum chemistry calculation of a gas-phase ion, C4H11NOP (charge +1) at a distorted geometry, from OMol25.

The value obtained for the HOMO-LUMO gap is 10.149 eV. The SMILES is [NH3+][C@H]1PCC[C@@H]1O. Its spin multiplicity is 1. Its calculated total energy is -17145.438 eV. As for the charge: +1.

Last column: Löwdin charge in e.
Geometry (Å):
C -1.11870 1.10821 0.02351  -0.191
C 0.07937 1.94197 0.49794  -0.372
C -0.55016 -0.16760 -0.59185  -0.452
C 0.43337 -0.65797 0.46461  -0.509
N 1.10353 -1.90379 0.01978  0.183
O -1.44362 -1.22646 -0.82683  -0.015
P 1.49090 0.80364 0.98804  0.972
H -1.75145 0.83503 0.86925  0.124
H -1.72229 1.67222 -0.68664  0.127
H 0.43591 2.60739 -0.29174  0.084
H -0.19209 2.57044 1.34944  0.078
H -0.01294 0.08610 -1.52343  0.162
H -0.33655 -1.00494 1.46872  0.226
H 1.82401 -1.69985 -0.68700  0.173
H 0.36250 -2.48625 -0.41266  0.170
H 1.53311 -2.40346 0.80484  0.176
H -2.26958 -0.89974 -1.19940  0.120
H 2.13468 0.82506 -0.26658  -0.056

Force components x, y, z for each atom (eV/Å):
C 0.09 -0.13 -0.13
C 0.04 0.27 0.13
C 0.26 0.24 0.19
C -2.70 -0.25 3.08
N -0.10 -0.19 -0.24
O -0.16 -0.13 0.02
P -0.25 -0.23 -0.03
H -0.06 -0.03 -0.01
H -0.05 -0.05 -0.02
H 0.00 -0.07 0.12
H 0.07 -0.10 -0.12
H 0.03 -0.04 0.15
H 2.45 0.91 -2.96
H -0.16 -0.15 0.17
H 0.36 0.00 0.14
H -0.04 0.01 -0.24
H 0.00 -0.09 -0.09
H 0.22 0.03 -0.17



No. 6
The following is a quantum chemistry calculation of 2 unconnected molecules or ions with the total composition C4H11NOPS at a distorted geometry, from OMol25.

The value obtained for the HOMO-LUMO gap is 7.682 eV. Its spin multiplicity is 1. Its calculated total energy is -27978.311 eV. As for the charge: +1.

Last column: Löwdin charge in e.
Geometry (Å):
C 1.26179 -0.42260 -1.51168  -0.302
C -2.24932 -0.75141 0.47689  -0.023
C 1.19394 -1.14691 -0.37031  -0.565
C -0.58611 0.95259 -0.05806  -0.327
N -1.21455 0.22321 0.84297  -0.036
O 1.84028 0.75157 -1.74444  0.000
P 0.67806 2.07318 0.44365  0.992
S 2.12848 -1.10557 1.11871  0.716
H 0.43591 -0.60763 -2.22051  0.143
H -1.99320 -1.73893 0.85273  0.095
H -3.27770 -0.61551 0.97089  0.130
H -2.39953 -0.64828 -0.60077  0.100
H 0.71760 -2.03841 -0.37544  0.020
H -0.73668 0.85421 -1.07086  0.072
H 2.37013 -2.50426 1.27869  -0.052
H -1.09424 0.37251 1.83704  0.152
H 0.11304 2.47160 1.59323  -0.073
H 0.33618 3.03785 -0.36710  -0.079
H 2.47593 0.84280 -1.09562  0.036

Force components x, y, z for each atom (eV/Å):
C -2.41 -0.80 0.50
C -1.58 0.08 0.55
C 2.51 1.40 -0.49
C -0.24 -0.87 4.19
N -1.06 0.68 -1.50
O -1.30 -0.28 -2.09
P 2.22 -1.79 0.67
S 0.71 -0.72 0.41
H 0.92 -0.29 -0.11
H 0.50 -0.18 -0.56
H 1.61 0.65 -0.54
H 0.07 -0.60 0.22
H -2.06 -2.39 -0.67
H -0.95 -0.53 -1.98
H -0.48 1.78 -0.40
H 0.40 0.19 -0.08
H -0.80 0.64 1.39
H -0.75 2.20 -1.63
H 2.71 0.83 2.12



- What is the calculated total energy in the fourth record?
  -11959.237 eV